This record from OMol25 describes a structure of composition C33H38F6N3O4P2S2Si2Ti. The level of theory is ωB97M-V with the def2-TZVPD basis set.

Values from the calculation:
Charge = +1
Energy relative to the best compared isomer or geometry (same formula, charge and spin) = 0.0 kcal per mole
DFT total energy = -5252.2891 Ha
HOMO energy = -11.628 eV

Geometry as XYZ:
```
91
C33H38F6N3O4P2S2Si2Ti, DFT ωB97M-V with the def2-TZVPD basis set
P -1.83358 -0.35045 0.28345
O 0.84331 2.32855 1.78920
C -2.26678 -1.91016 -0.48654
H -3.98261 -1.33643 2.81944
H -0.80275 -3.02042 0.63029
N 2.94967 1.63337 3.03848
H 2.97985 3.38301 -0.72760
C -0.37327 -2.84603 -4.02367
C 0.61567 -1.30047 -2.47027
H -4.20189 3.88641 0.76605
F 0.40332 2.93421 4.54540
H 3.31335 0.00017 -3.44398
H -3.39829 -2.59874 3.88319
H -3.19504 -2.77968 2.14591
F 3.56222 -1.75093 4.59007
H -1.09343 -3.05959 -4.80269
H 0.57394 -2.10824 4.24683
H 5.71598 0.92274 -0.20538
C -0.62952 0.51204 -0.54299
C -4.31348 2.81099 0.72800
C -3.33339 0.62476 0.46455
N -0.97074 -0.50575 1.66486
C 1.13349 2.37332 -5.14791
C -3.22729 -1.95690 -1.49726
S 2.36626 0.26010 3.54775
Si -1.51820 -1.22129 3.20280
C 0.66160 3.63081 -4.79960
C -0.31744 -2.51850 3.78474
C 4.73234 0.67908 0.20826
H 2.07630 -4.34414 -2.22301
Ti 0.59859 0.53844 0.92276
H 4.95974 0.42184 -2.99198
H -0.23116 4.83565 -3.26302
H 0.44652 -4.82633 -4.02021
H -0.01290 -3.19816 2.98565
F 4.48786 -1.07388 2.75919
H -3.77423 -1.06507 -1.77738
H 4.47258 3.17686 -1.63651
C 1.46382 -2.30349 -2.01130
H -4.23289 -3.18720 -2.92961
C -5.56363 2.22972 0.88799
F 2.34106 3.85567 4.86389
H -4.71483 -1.02674 0.57240
F 0.86713 4.82698 3.60384
C -5.70219 0.85024 0.83083
O 2.82347 3.77099 1.80458
C 1.36034 3.66752 4.00191
H -2.23009 2.46890 0.37810
C -3.48159 -3.15178 -2.15175
H -2.21671 -0.23983 5.33796
H -2.98438 -5.23135 -2.31061
H 0.69331 4.43688 -5.52079
H -6.67710 0.39589 0.94736
N 1.86748 0.45957 -0.60127
C -3.17490 -2.05327 2.96208
H -0.29936 3.00116 -1.61771
F 4.75533 0.06155 4.58462
H -2.40983 0.91852 4.02185
C -1.81244 -4.24950 -0.80936
H 4.76023 -0.37104 0.49123
P 0.61287 0.30460 -1.67190
H -0.98992 -0.80507 -3.82302
H 4.21929 -1.03691 -2.34169
C -4.59218 0.04760 0.62026
H 1.52948 2.19499 -6.13871
C 3.91951 -0.68560 3.88867
H 1.46043 0.35944 -4.50886
C 0.58749 1.56446 -2.94911
H 4.59905 1.29034 1.09983
H -1.26033 -5.14072 -0.54145
S 2.06413 2.80583 2.51522
C 0.14239 3.85644 -3.53130
H -0.82984 -3.11689 4.54371
C 1.09738 1.33895 -4.22561
H -6.43269 2.85374 1.04957
C -1.74821 0.14966 4.43041
C 0.49114 -3.83862 -3.57981
C 0.10439 2.82614 -2.60776
O 1.71236 -0.47600 2.44552
O 1.65840 0.30893 4.78287
Si 3.49951 1.00031 -1.13543
C 3.44550 2.81500 -1.53562
C 4.02275 0.00060 -2.61755
H 2.92374 3.03755 -2.46710
H -0.80996 0.61723 4.72236
C -1.55491 -3.05746 -0.15029
C -0.31354 -1.57699 -3.47334
H 2.16709 -2.09323 -1.21638
C -3.20251 2.01222 0.51194
C -2.77798 -4.29707 -1.80480
C 1.40633 -3.57006 -2.57376
```

This record from OMol25 describes a structure of composition C33H38FeN9OS3 in a non-equilibrium geometry. The level of theory is ωB97M-V with the def2-TZVPD basis set.

Values from the calculation:
Charge = -1
Energy relative to the best compared isomer or geometry (same formula, charge and spin) = 18.1 kcal per mole
DFT total energy = -4306.7693 Ha
<S²> = 6.013
HOMO energy (alpha / beta) = -3.598 / -3.638 eV
2S+1 = 5

Geometry as XYZ:
```
85
C33H38FeN9OS3, DFT ωB97M-V with the def2-TZVPD basis set
C -1.72813 -0.68904 3.48466
H 2.86063 1.70819 4.11552
C -0.57110 -2.22548 -1.96968
C -0.24570 0.02695 1.65535
C -0.53880 3.14153 -3.62467
H 0.61350 4.11519 -0.28824
C -1.19051 0.30372 2.66826
Fe 1.58072 0.31513 -0.59516
C -0.02274 2.35710 0.81414
C -0.41288 -2.33376 2.34173
N 0.43078 -1.29379 -2.16340
H 5.93670 -4.07150 -3.03410
H 1.89333 2.91695 -0.02836
H 1.14007 -3.82097 2.42296
H 5.65203 -2.21624 -4.67620
C -1.34581 -2.01119 3.33230
H -0.15822 2.66364 3.01258
C 0.83259 3.04279 -0.25750
H 1.18585 4.19412 -3.35908
C 4.08227 -1.91439 -1.14418
C -2.02642 4.91575 -3.36738
C 0.09681 -1.34359 1.53383
C 5.36940 -3.18652 -2.77539
H -1.67434 2.02510 -0.53130
S 0.03166 1.59062 -3.68479
C 3.84144 -0.89060 -2.09722
C -1.48828 2.57275 0.39803
C 0.31929 3.07908 2.13044
C 4.47023 -1.02559 -3.35669
C -0.54491 -3.27583 -2.83077
C 1.12837 -1.59469 -3.21596
C 0.07823 -3.75088 2.17449
C -4.06516 -0.31106 0.86463
H 0.01968 4.13026 2.05059
C -3.26049 -2.54474 0.41441
C -0.59210 5.46608 -3.40029
C 3.72808 -1.73793 0.26005
N 0.18286 4.24092 -3.31962
H -1.54382 1.30770 2.83517
C -5.00284 -0.87570 1.70740
H -2.68601 5.46317 -4.03842
H -3.69738 -0.00943 4.04148
H 1.40119 3.03737 2.27740
S 0.70396 -3.06025 -3.97232
H -1.75890 -2.78390 3.97386
H 4.33956 -0.21015 -4.06116
O 3.06384 0.12949 -1.87263
H -0.38833 6.12017 -2.55395
H -2.20086 2.22664 1.14499
H 0.61471 2.62496 -1.24753
H -1.23458 -4.10233 -2.89338
H -1.97737 -4.03271 -0.42279
H -2.53310 2.83656 -3.65404
H 1.94660 -0.98769 -3.56590
C -2.75749 -0.30424 4.51684
C -5.06020 -2.26410 1.91208
C -4.19130 -3.12493 1.27054
C -1.64112 -2.01175 -0.98758
H -0.39107 6.01361 -4.32511
H -0.03330 -4.09262 1.14158
H -2.97304 -1.13703 5.18899
H -2.41859 0.54105 5.12114
H -0.46936 -4.44007 2.82113
C 5.20154 -2.14924 -3.69129
N 2.93679 0.74147 3.84972
H 4.18537 -2.40737 0.99173
H -1.67717 3.63960 0.22941
H -5.80034 -2.66848 2.59211
H -3.99688 0.75877 0.71847
H 4.99293 -3.80149 -0.75702
H 0.81806 -1.63776 0.77782
N 0.34118 0.92738 0.79610
N 2.96145 -0.63501 2.05897
H -4.23159 -4.19495 1.43427
C 4.82470 -3.03782 -1.51063
C -3.17992 -1.16374 0.20851
S 3.85683 1.90560 1.62214
N -2.26845 -3.07350 -0.38291
H -5.70005 -0.23780 2.23734
N 3.05359 -0.74345 0.68748
H 2.19844 0.13998 4.18964
C 3.19392 0.57621 2.49175
N -2.15862 -0.86365 -0.68258
N -1.83223 3.54030 -3.81663
H -2.43968 4.95302 -2.35619
```

This record from OMol25 describes a structure of composition C33H38N4O4PPd in a non-equilibrium geometry. The level of theory is ωB97M-V with the def2-TZVPD basis set.

Values from the calculation:
Charge = +1
DFT total energy = -2269.2806 Ha
<S²> = 2.006
HOMO energy (alpha / beta) = -10.707 / -10.918 eV
2S+1 = 3

Geometry as XYZ:
```
81
C33H38N4O4PPd, DFT ωB97M-V with the def2-TZVPD basis set
C -0.25312 0.08960 -1.35819
H -4.77965 0.95190 0.87258
C 0.88270 -3.42702 2.60298
C 1.39149 1.81551 -4.24967
N 0.14769 0.97858 -0.44348
C -1.61486 -3.52205 3.70025
C 3.58667 -1.68846 0.03809
C -2.26998 -1.49065 2.31085
H 1.87317 -3.26532 2.28730
C 3.65854 0.82214 -1.68565
N -0.60915 0.67205 -2.56769
C 0.54654 -4.49439 3.40714
H 3.07610 4.22146 -6.00872
H 3.53083 -2.04165 3.05300
C 2.34382 3.72080 -5.40474
C 5.08665 -1.76502 -0.15327
H -4.25885 2.94308 -4.86417
H 5.55538 -0.85369 -0.40409
H 2.62949 0.62906 -2.07564
H 4.34450 0.01992 -1.92747
H 1.56778 5.68422 -4.84499
H 4.04456 1.67613 -2.23867
C 2.28346 2.37998 -5.15620
H -2.22683 1.69925 -4.43621
C 0.62737 2.65766 -3.44756
H -0.92388 -6.45026 4.54487
H 3.34210 -2.58739 0.57947
N -0.03323 -2.47072 2.21870
O -6.24017 -2.53194 2.18578
C 3.95566 0.05386 2.44387
Pd 0.45248 -0.45692 1.11749
H -6.60636 -0.54628 2.05142
C -0.68481 -4.41746 4.05288
O 0.56058 3.28362 -0.56409
H -0.17368 -5.48189 5.77489
H -2.24763 1.43329 0.88956
C -1.23649 -2.46068 2.79732
C 3.68352 1.16254 -0.16753
H -0.02637 4.79419 -3.19352
C -3.61143 -1.75458 2.48141
H 3.74333 1.06528 2.87067
O -2.28072 -5.29948 5.46893
H 4.73077 1.04946 0.18270
H 5.31065 -2.52524 -0.88375
H 2.52187 -0.82570 3.90745
H 4.97952 -0.00379 2.26254
H 3.41506 2.22385 0.11204
C 0.13992 2.23302 -1.04070
H -1.14507 0.12551 -3.22196
C -3.39611 4.44741 -1.97330
C 3.54008 -1.07576 3.48724
C 1.55491 4.62321 -4.59787
H -6.26559 -1.27705 0.58414
H 1.28880 0.66111 -4.24417
C -2.14738 3.81424 -1.76106
H -1.42949 4.25638 -1.06705
C -3.69606 3.20525 -3.95475
H -5.13836 4.58775 -3.17474
H -3.62690 5.16708 -1.23234
C -0.42528 2.11830 -2.50160
H 2.82303 1.63956 -5.71718
H 4.14738 -1.04002 4.39656
C -4.17022 4.12160 -3.02427
C -0.97249 -5.48995 5.03425
H -2.53023 -3.36085 4.20885
C 0.69735 4.05207 -3.65043
N -1.84790 -0.37581 1.75511
O -0.23453 -1.14101 -1.17663
C -4.48523 -0.90134 1.84416
C -2.54221 2.44785 -3.70580
H 1.39796 -5.17411 3.65438
C -2.71205 0.53627 1.28939
P 2.98422 -0.17649 0.89331
H 3.02908 -1.70397 -0.94742
H -5.88055 -3.25253 1.60370
H -4.02231 -2.54384 3.05785
C -1.71174 2.86407 -2.64928
H -2.63874 -6.00553 5.99340
H 5.64432 -2.07901 0.81528
C -4.06181 0.28253 1.28808
C -5.96187 -1.25283 1.59599
```